# 1
{"formula": "C4H6N2OS2", "method": "ωB97M-V/def2-TZVPD", "species": ["C", "C", "C", "C", "N", "N", "O", "S", "S", "H", "H", "H", "H", "H", "H"], "positions_angstrom": [[-1.643, -1.807, 1.609], [-0.737, -2.809, 1.543], [-0.026, 0.998, -1.798], [0.699, -0.735, 2.049], [2.061, 0.958, -0.648], [1.221, 0.369, -1.540], [-0.112, 2.072, -1.297], [-0.881, -0.223, 1.829], [0.936, -2.331, 1.866], [-2.678, -1.901, 1.473], [-0.645, -3.872, 1.494], [-0.681, 0.406, -2.487], [1.675, 0.957, 0.290], [2.189, 1.983, -0.759], [1.550, -0.485, -1.989]], "lowdin_charge": [-0.443, -0.456, -0.337, -0.879, -0.012, -0.100, 0.015, 0.862, 0.870, 0.046, 0.042, 0.132, 0.034, 0.099, 0.125], "total_charge": 0, "orbital_gap_ev": 9.51, "e_lumo_ev": 0.3839, "de_lowest_ev": 2.735}

---

# 2
{"formula": "C4H6N2S", "method": "ωB97M-V/def2-TZVPD", "species": ["C", "C", "C", "C", "H", "H", "H", "H", "H", "H", "N", "N", "S"], "positions_angstrom": [[0.647, 0.826, -2.020], [1.491, 0.522, -0.846], [-0.960, -1.175, 0.846], [-0.961, 0.036, 1.721], [-0.342, 0.130, -2.327], [2.562, 0.645, -0.974], [-0.323, -1.846, 1.484], [-1.993, -1.392, 0.305], [-0.319, -0.149, 2.586], [-1.852, 0.614, 1.812], [1.061, 0.070, 0.234], [-0.308, 0.107, 0.400], [1.297, 1.611, -3.221]], "lowdin_charge": [-0.701, -0.272, -0.127, -0.155, 0.123, 0.095, 0.111, 0.141, 0.103, 0.089, 0.031, -0.153, 0.716], "total_charge": 0, "orbital_gap_ev": 7.77, "smiles": "S=C/C=N\\N1CC1", "e_lumo_ev": -0.8117, "de_lowest_ev": 4.974}

---

# 3
{"formula": "C4H6N2S", "method": "ωB97M-V/def2-TZVPD", "species": ["C", "C", "C", "C", "H", "H", "H", "H", "H", "H", "N", "N", "S"], "positions_angstrom": [[0.594, 0.325, -0.234], [-0.809, 1.077, 0.075], [-1.253, -1.140, -0.114], [0.144, -1.144, -0.186], [4.058, 0.455, 0.011], [-0.752, 2.280, -0.250], [-0.868, 1.361, 1.276], [-2.791, 0.137, -0.117], [-2.137, -1.957, 0.129], [0.932, -2.000, 0.170], [1.727, 0.831, -0.382], [-1.698, 0.112, -0.324], [2.855, -0.338, -0.055]], "lowdin_charge": [-0.469, -0.194, -0.161, -0.101, -0.093, 0.164, 0.157, 0.194, 0.176, 0.100, -0.353, -0.118, 0.699], "total_charge": 0, "orbital_gap_ev": 8.32, "e_lumo_ev": 0.4808, "de_lowest_ev": 4.367}

---

# 4
{"formula": "C4H6N2S", "method": "ωB97M-V/def2-TZVPD", "species": ["C", "C", "C", "C", "H", "H", "H", "H", "H", "H", "N", "N", "S"], "positions_angstrom": [[1.921, -0.891, 0.077], [0.159, 0.931, -0.105], [-1.302, 0.646, 0.062], [-1.383, -0.836, 0.005], [2.075, -1.990, 0.140], [0.234, 1.524, -1.227], [0.530, 1.668, 0.683], [-1.733, 0.872, 1.137], [-1.978, 1.319, -0.596], [-2.277, -1.297, 0.117], [0.727, -0.487, -0.107], [-0.390, -1.452, -0.170], [3.416, -0.007, -0.017]], "lowdin_charge": [-0.675, -0.140, -0.183, -0.211, 0.072, 0.183, 0.132, 0.148, 0.142, 0.094, -0.151, 0.150, 0.438], "total_charge": 0, "orbital_gap_ev": 8.57, "smiles": "S=CN1CCC=N1", "e_lumo_ev": 0.5564, "de_lowest_ev": 3.200}

---

# 5
{"formula": "C4H6N2S", "method": "ωB97M-V/def2-TZVPD", "species": ["C", "C", "C", "C", "H", "H", "H", "H", "H", "H", "N", "N", "S"], "positions_angstrom": [[2.325, -0.321, -0.020], [1.471, 0.888, 0.006], [-1.672, -0.327, 0.742], [-1.744, -0.246, -0.727], [1.758, -1.286, -0.087], [1.921, 1.861, 0.087], [-1.848, 0.627, 1.301], [-1.936, -1.229, 1.207], [-1.998, 0.740, -1.144], [-1.979, -1.081, -1.313], [0.192, 0.928, 0.001], [-0.424, -0.323, -0.041], [3.934, -0.230, -0.009]], "lowdin_charge": [-0.658, -0.229, -0.126, -0.118, 0.063, 0.091, 0.120, 0.081, 0.109, 0.080, 0.035, -0.147, 0.699], "total_charge": 0, "orbital_gap_ev": 7.70, "smiles": "S=C/C=N\\N1CC1", "e_lumo_ev": -1.0165, "de_lowest_ev": 3.582}

---

# 6
{"formula": "C4H6N2S", "method": "ωB97M-V/def2-TZVPD", "species": ["C", "C", "C", "C", "H", "H", "H", "H", "H", "H", "N", "N", "S"], "positions_angstrom": [[0.177, 1.443, 3.027], [0.592, 1.010, 1.842], [0.668, -0.094, -0.606], [-1.175, -1.650, -2.893], [-0.863, 1.311, 3.368], [0.881, 1.928, 3.702], [1.615, 1.150, 1.531], [1.688, 0.251, -0.418], [-2.192, -2.022, -3.075], [-0.419, -1.784, -3.669], [0.427, -0.675, -1.706], [-0.923, -1.066, -1.793], [-0.476, 0.197, 0.690]], "lowdin_charge": [-0.087, -0.522, -0.497, -0.034, 0.061, 0.056, 0.054, 0.074, 0.071, 0.070, -0.077, -0.099, 0.930], "total_charge": 0, "orbital_gap_ev": 9.29, "smiles": "C=CS/C=N\\N=C", "e_lumo_ev": 0.6891, "de_lowest_ev": 2.732}

---

# 7
{"formula": "C4H6N2S", "method": "ωB97M-V/def2-TZVPD", "species": ["C", "C", "C", "C", "N", "N", "S", "H", "H", "H", "H", "H", "H"], "positions_angstrom": [[-0.903, -0.808, -1.913], [-1.014, 0.245, -1.192], [0.609, -1.782, -0.275], [-0.192, 0.438, 0.047], [0.550, -0.708, 0.449], [1.105, -0.589, 1.707], [1.164, -3.276, -0.411], [-1.479, -1.114, -2.792], [-1.446, 1.202, -1.453], [0.362, 1.239, -0.269], [-0.853, 0.551, 0.912], [2.131, -0.746, 1.638], [0.610, -1.209, 2.285]], "lowdin_charge": [0.082, -0.240, -0.690, -0.187, -0.271, 0.095, 0.635, 0.047, 0.097, 0.097, 0.135, 0.123, 0.079], "total_charge": 0, "orbital_gap_ev": [7.86, 7.69], "e_lumo_ev": [0.1651, 0.1733], "de_lowest_ev": 5.595}

---

# 8
{"formula": "C4H6N2S", "method": "ωB97M-V/def2-TZVPD", "species": ["C", "C", "C", "C", "N", "N", "S", "H", "H", "H", "H", "H", "H"], "positions_angstrom": [[-0.121, 0.671, 3.191], [2.085, 1.350, 3.262], [0.103, 0.232, -0.622], [-0.999, -0.412, 0.088], [-0.149, -0.144, 2.274], [-0.583, -0.882, 1.391], [2.437, 1.164, 1.689], [0.791, -0.545, -0.811], [-0.141, 0.689, -1.586], [0.655, 0.997, 0.068], [-1.368, -1.320, -0.496], [-1.848, 0.312, 0.377], [3.630, 1.613, 1.434]], "lowdin_charge": [0.017, -0.394, -0.150, -0.292, -0.202, 0.010, 0.726, 0.056, 0.081, 0.020, 0.130, 0.142, -0.144], "total_charge": 0, "orbital_gap_ev": [8.07, 7.59], "e_lumo_ev": [-0.6938, -0.8841], "de_lowest_ev": 9.055}